# C27H56BrCl2NOSb

A molecular structure, C27H56BrCl2NOSb at a distorted geometry (ωB97M-V with the def2-TZVPD basis set, the Open Molecules 2025 dataset).

As for the largest force on an atom: 1.8 eV/A. Its total energy is -134069.0562 eV. The LUMO energy is 2.5 eV. The calculation puts the HOMO energy at -4.5 eV.

```
! wB97M-V def2-TZVPD RIJCOSX def2/J DEFGRID3
* xyz -1 1
C 0.423 1.490 -5.226
C 1.020 0.143 -4.787
C 2.525 0.189 -4.478
C 2.959 -0.683 -3.287
C 4.260 -0.203 -2.634
C 4.141 0.933 -1.588
C 2.737 1.242 -1.071
C 1.859 2.077 -2.016
C 0.859 3.015 -1.307
C -0.556 2.854 -1.872
C -1.170 1.501 -1.472
C -2.091 0.892 -2.530
C -3.520 1.445 -2.614
C -4.258 1.627 -1.287
C -4.440 0.299 -0.519
C -3.760 0.191 0.861
C -2.649 -0.866 0.948
C -2.306 -1.289 2.385
Sb -0.160 -1.577 2.798
C -0.587 -1.882 4.928
C -1.077 -0.614 5.632
C 0.280 0.584 2.985
N -0.822 1.460 2.548
C -0.616 2.842 2.971
C 2.104 -1.963 3.172
C 2.680 -1.085 4.150
O 2.521 -1.009 5.302
Br 3.967 0.286 3.353
C -0.420 -3.835 2.394
Cl 0.269 -4.888 3.689
C 0.050 -4.242 1.026
C 1.547 -4.285 0.797
Cl -0.678 -5.867 0.525
H 0.914 2.322 -4.712
H -0.641 1.549 -4.986
H 0.531 1.647 -6.302
H 0.838 -0.578 -5.588
H 0.485 -0.200 -3.896
H 2.855 1.224 -4.335
H 3.078 -0.177 -5.351
H 2.148 -0.774 -2.559
H 3.134 -1.697 -3.663
H 4.771 -1.056 -2.178
H 4.915 0.126 -3.451
H 4.743 0.646 -0.721
H 4.601 1.849 -1.975
H 2.842 1.775 -0.120
H 2.227 0.305 -0.816
H 2.495 2.641 -2.708
H 1.272 1.397 -2.647
H 1.179 4.056 -1.417
H 0.853 2.776 -0.239
H -0.498 2.909 -2.967
H -1.192 3.676 -1.532
H -1.688 1.617 -0.515
H -0.358 0.788 -1.282
H -2.127 -0.194 -2.394
H -1.613 1.060 -3.503
H -3.526 2.381 -3.186
H -4.107 0.733 -3.209
H -5.230 2.076 -1.512
H -3.735 2.357 -0.658
H -5.512 0.136 -0.373
H -4.095 -0.515 -1.165
H -3.336 1.157 1.160
H -4.517 -0.045 1.617
H -2.972 -1.746 0.379
H -1.755 -0.468 0.451
H -2.647 -0.517 3.081
H -2.862 -2.201 2.621
H 0.245 -1.442 1.064
H 0.302 -2.286 5.414
H -1.350 -2.667 4.963
H -0.236 -0.073 6.077
H -1.769 -0.854 6.446
H -1.575 0.082 4.950
H 0.546 0.849 4.012
H 1.182 0.749 2.376
H -0.824 1.445 1.532
H -0.626 2.880 4.062
H -1.440 3.467 2.610
H 0.331 3.278 2.614
H 2.189 -2.983 3.556
H 2.605 -1.869 2.213
H -1.495 -4.007 2.439
H -0.414 -3.538 0.331
H 2.067 -4.694 1.665
H 1.908 -3.268 0.624
H 1.796 -4.888 -0.075
*
```